# 1
Entry from OMol25: C42H63ClN2O5P2ReSi as an isolated structure (wB97M-V/def2-TZVPD).

Structure (XYZ):
```
117
Properties=species:S:1:pos:R:3:forces:R:3:lowdin_charge:R:1
Re -0.01011 -0.68369 0.64696 -0.5 -1.0 -0.6 1.08
C 0.50014 2.96238 1.58359 -0.1 -0.4 0.0 -0.18
Si -0.15431 1.78929 0.24673 0.2 -0.2 -0.2 0.58
C 0.88773 2.04288 -1.31613 -0.4 0.1 0.3 -0.29
C 0.71145 3.19955 -2.07608 0.1 0.0 -0.1 -0.07
C 1.49301 3.45039 -3.19405 -0.1 0.1 0.1 -0.04
C 2.47606 2.54413 -3.56392 0.1 -0.1 0.0 -0.04
C 2.66716 1.39405 -2.81668 0.1 0.1 0.0 -0.11
C 1.87705 1.13465 -1.69774 0.2 -0.2 0.0 -0.36
P 2.12554 -0.37708 -0.71297 -0.9 0.3 -0.2 1.08
C 3.70497 -0.35235 0.26654 -0.3 -0.1 0.3 -0.38
C 4.96997 0.03057 -0.53155 -0.1 0.2 -0.2 -0.17
C 5.25862 1.53299 -0.60607 0.1 -0.1 0.2 -0.18
C 5.22546 2.18018 0.77383 -0.2 0.0 -0.1 -0.18
C 3.85814 1.94009 1.40554 0.2 -0.2 0.0 -0.20
C 3.62282 0.44060 1.58317 -0.1 0.1 -0.1 -0.20
C 2.19929 -1.91135 -1.76266 -0.1 0.1 0.1 -0.39
C 3.53047 -2.48972 -2.27747 0.1 0.2 0.0 -0.17
C 3.97072 -2.00223 -3.65453 -0.1 -0.2 0.0 -0.19
C 2.84735 -2.17932 -4.67216 0.0 0.2 0.1 -0.18
C 1.61081 -1.40292 -4.22878 0.0 -0.2 0.0 -0.18
C 1.11868 -1.88924 -2.86614 0.1 0.1 0.0 -0.20
C -1.95194 2.27244 -0.03670 0.4 0.0 0.1 -0.30
C -2.31844 3.62014 -0.05754 0.0 0.1 0.0 -0.08
C -3.59886 4.00658 -0.41785 0.1 0.0 0.0 -0.04
C -4.52660 3.04159 -0.78851 0.0 -0.1 0.0 -0.04
C -4.18689 1.70061 -0.73785 -0.1 -0.1 0.0 -0.10
C -2.91183 1.31047 -0.32580 -0.1 -0.2 0.1 -0.38
P -2.42775 -0.44527 -0.25323 0.6 1.1 -0.3 1.10
C -2.90654 -0.99010 -1.95456 0.5 -0.2 0.2 -0.40
C -2.68164 -2.45759 -2.32609 -0.2 -0.1 -0.1 -0.19
C -3.55685 -2.78882 -3.54885 0.0 0.1 0.0 -0.16
C -3.69491 -1.58426 -4.49636 0.1 -0.1 0.0 -0.18
C -2.44722 -0.70652 -4.42983 -0.1 0.0 0.0 -0.17
C -2.28754 -0.07742 -3.03236 0.0 0.0 -0.1 -0.18
C -3.41109 -1.50931 0.90902 0.3 0.0 0.1 -0.39
C -4.92210 -1.24020 1.01565 0.0 0.2 0.0 -0.16
C -5.28209 -0.06802 1.93607 0.1 -0.2 0.0 -0.18
C -4.61860 -0.19756 3.30509 0.1 0.1 -0.2 -0.18
C -3.10477 -0.30703 3.13266 -0.1 -0.1 0.0 -0.20
C -2.78328 -1.55232 2.30944 0.0 0.3 0.0 -0.21
H 0.87022 3.88957 1.14269 0.0 0.0 -0.1 0.05
H 1.32016 2.51604 2.14748 0.0 0.1 0.0 0.00
H -0.29878 3.21854 2.28321 0.0 0.0 0.0 0.04
H -0.05493 3.91103 -1.78825 0.0 0.0 -0.1 0.10
H 1.33771 4.35121 -3.77333 0.0 0.0 0.0 0.12
H 3.09220 2.72836 -4.43397 0.0 0.0 0.0 0.12
H 3.44041 0.69706 -3.10877 0.0 0.1 0.0 0.09
H 3.78069 -1.41632 0.52662 0.0 0.0 0.0 0.12
H 4.94553 -0.39171 -1.53735 0.1 0.0 0.1 0.08
H 5.80473 -0.44480 -0.00830 0.0 -0.1 0.0 0.13
H 4.52781 2.03613 -1.23504 0.0 0.1 -0.1 0.09
H 6.23640 1.67318 -1.06947 0.0 0.0 0.0 0.12
H 5.42204 3.24912 0.68825 0.0 0.0 0.0 0.12
H 6.00527 1.74858 1.40841 0.0 0.0 0.0 0.12
H 3.08075 2.36793 0.76450 0.0 0.1 0.0 0.09
H 3.79939 2.43260 2.37863 -0.1 0.0 0.0 0.12
H 2.65956 0.25970 2.05993 0.2 0.0 0.1 0.05
H 4.39934 0.05150 2.24877 0.0 -0.1 0.0 0.13
H 1.88144 -2.62931 -1.00265 -0.1 0.0 0.0 0.06
H 3.35443 -3.56711 -2.35449 0.0 0.0 0.0 0.13
H 4.32793 -2.36505 -1.54393 0.0 -0.1 0.0 0.10
H 4.84441 -2.57994 -3.95979 0.0 0.1 0.0 0.12
H 4.27779 -0.95299 -3.62670 0.1 0.0 0.0 0.09
H 2.59985 -3.24181 -4.75763 0.0 0.0 0.0 0.12
H 3.17272 -1.84135 -5.65647 0.0 0.0 0.0 0.12
H 0.80538 -1.53486 -4.95439 0.0 0.0 0.0 0.11
H 1.83846 -0.33781 -4.19592 -0.1 0.0 -0.1 0.09
H 0.75246 -2.91371 -2.97775 -0.1 0.0 0.0 0.13
H 0.27108 -1.27416 -2.54945 0.0 -0.1 0.0 0.06
H -1.58890 4.37695 0.20966 0.0 0.0 0.0 0.11
H -3.87093 5.05377 -0.42803 0.0 0.0 0.0 0.12
H -5.51831 3.32945 -1.11137 0.0 0.0 0.0 0.12
H -4.92965 0.96313 -1.01556 0.0 0.0 0.0 0.11
H -3.99171 -0.83028 -1.93665 0.0 0.1 0.1 0.11
H -2.92987 -3.12969 -1.50303 0.0 0.0 0.0 0.10
H -1.62825 -2.61264 -2.55958 -0.1 0.0 0.0 0.09
H -4.54527 -3.11219 -3.21673 0.0 0.0 0.0 0.12
H -3.11126 -3.63001 -4.08094 0.0 0.0 0.0 0.12
H -4.57537 -0.98777 -4.24074 0.0 0.0 0.0 0.12
H -3.84953 -1.93615 -5.51574 -0.1 0.0 0.0 0.12
H -2.49944 0.08251 -5.17949 0.1 0.0 0.0 0.12
H -1.57511 -1.32030 -4.67014 0.0 0.0 0.0 0.10
H -2.76817 0.89985 -3.01249 0.0 0.0 0.0 0.11
H -1.22436 0.09094 -2.82434 -0.1 0.1 0.0 0.09
H -3.26183 -2.49207 0.45344 0.0 0.0 0.0 0.09
H -5.35889 -2.15316 1.43070 0.0 0.0 0.0 0.13
H -5.36903 -1.11414 0.02666 0.0 0.0 0.0 0.11
H -6.36643 -0.01885 2.04164 0.0 0.0 0.0 0.13
H -4.95454 0.86837 1.49315 -0.1 0.2 -0.1 0.09
H -4.98083 -1.09708 3.81119 0.0 0.0 0.1 0.12
H -4.87688 0.66248 3.92353 0.0 0.0 0.0 0.12
H -2.61578 -0.37878 4.10764 0.0 0.0 0.0 0.10
H -2.71747 0.58853 2.62730 0.0 0.0 0.0 0.11
H -3.18704 -2.42617 2.82778 0.1 -0.1 0.0 0.14
H -1.69719 -1.70896 2.25490 0.0 -0.1 0.0 0.05
N 0.40414 0.01276 2.41990 -0.1 0.1 0.9 -0.03
C 0.53791 -0.04645 3.58266 -0.1 0.1 0.0 -0.15
N 0.64140 -0.03900 4.85706 -0.1 0.1 -0.2 -0.03
C -0.29371 0.75494 5.68454 0.0 0.3 0.4 -0.07
C 0.52087 1.64224 6.62227 0.0 -0.1 -0.1 -0.17
O 1.43010 0.86237 7.36530 0.0 0.0 0.0 -0.10
C 2.37557 0.21204 6.54724 -0.1 0.0 -0.1 -0.17
C 1.68850 -0.76785 5.59670 0.3 -0.1 0.3 -0.06
H -0.89205 0.06242 6.27966 0.0 -0.1 -0.1 0.14
H -0.93726 1.34588 5.03589 0.0 0.0 0.0 0.13
H -0.14275 2.12070 7.33961 0.0 0.0 0.0 0.14
H 1.04847 2.41567 6.04858 0.0 0.0 0.0 0.14
H 3.04568 -0.33065 7.21028 0.0 0.0 0.0 0.14
H 2.95574 0.94471 5.97043 0.0 0.0 0.0 0.13
H 1.21818 -1.56829 6.17005 -0.1 0.0 -0.1 0.14
H 2.40310 -1.19774 4.89732 -0.1 0.0 -0.1 0.14
O 0.69121 -4.41441 0.00291 0.1 -0.1 -0.1 -0.21
Cl -0.27731 -3.54945 0.53408 0.2 -1.4 -0.2 0.71
O -1.50070 -4.16652 0.83656 -0.2 -0.1 0.1 -0.21
O 0.24353 -2.82885 1.69297 0.6 0.8 0.4 -0.39
O -0.53509 -2.45312 -0.45339 -0.1 0.6 -0.3 -0.54
```
Positions in Å, forces in eV/Å.

multiplicity	2
energy relative to the best compared isomer or geometry (same formula, charge and spin)	24.7	kcal/mol
charge	+2
HOMO energy (alpha / beta)	-14.2 / -14.1	eV

=====

# 2
Entry from OMol25: C4H5NO as an isolated structure (wB97M-V/def2-TZVPD).

Structure (XYZ):
```
11
Properties=species:S:1:pos:R:3:forces:R:3:lowdin_charge:R:1
C -1.29459 -0.19831 1.30716 -0.9 -0.6 2.2 -0.02
C -1.98251 0.70426 0.57634 1.8 -2.7 1.7 -0.04
C -0.18697 -0.04520 0.26856 -0.6 -0.8 1.8 -0.48
C 1.78959 -0.26556 -1.00024 -1.5 -0.8 -0.6 -0.01
N -0.81168 0.80172 -0.42501 -0.4 1.9 -2.4 0.10
O 0.98004 -0.63999 0.20534 0.8 1.1 -1.7 -0.01
H -1.45212 -0.77057 2.29692 0.2 1.0 -1.9 0.11
H -3.01901 0.95933 0.73290 0.1 0.9 -0.9 0.09
H 2.66309 -0.88349 -0.96598 0.2 -0.6 0.0 0.07
H 2.13289 0.74587 -1.05861 -0.2 0.9 0.8 0.08
H 1.18127 -0.40806 -1.93738 0.5 -0.2 1.1 0.11
```
Positions in Å, forces in eV/Å.

energy relative to the best compared isomer or geometry (same formula, charge and spin)	95.5	kcal/mol
HOMO energy	-8.3	eV

=====

# 3
Entry from OMol25: C23H54FINbO8P2 as an isolated structure (wB97M-V/def2-TZVPD).

Structure (XYZ):
```
90
Properties=species:S:1:pos:R:3:forces:R:3:lowdin_charge:R:1
C -3.49406 0.10712 -4.86525 0.3 0.9 0.8 -0.14
C -2.14568 -0.25629 -4.00769 2.9 -1.2 2.6 -0.22
C -2.33598 -0.64472 -2.41821 3.5 0.3 -1.7 -0.05
C -1.04035 -0.99427 -1.43056 0.1 1.1 -4.0 -0.05
C 0.50752 -0.96060 -1.98647 -3.0 0.3 -1.8 -0.20
C 1.79959 -1.26689 -0.97776 -1.8 -1.9 -2.4 -0.40
Nb 3.20329 0.50286 -0.69572 -2.5 1.2 0.4 1.09
O 1.92935 1.77315 -1.84522 2.5 -1.1 -1.1 -0.54
I 4.58273 -0.30807 -3.04178 -0.1 0.3 -0.1 0.19
C 2.17290 1.28497 1.15817 -0.4 0.9 1.0 -0.38
C 1.25885 0.24358 2.01153 -0.8 0.8 1.5 -0.26
C -0.38189 0.39498 1.72173 1.1 -1.3 0.8 -0.13
F -0.99668 1.09564 2.91093 0.9 -1.0 -2.2 -0.18
P 4.92455 -0.88794 0.64367 0.0 -0.7 -0.5 0.56
C 4.07063 -2.09315 1.84805 -0.7 0.0 1.1 -0.43
C 5.98971 -1.97988 -0.50421 1.2 -1.9 0.1 -0.54
P 4.85211 2.48554 -0.48484 0.9 1.5 -0.7 0.59
O 3.88759 3.86894 0.04024 0.2 -0.7 -3.2 -0.47
O 5.48582 2.88691 -2.08696 -2.7 1.1 0.9 -0.54
C 0.68352 -0.61049 -3.60822 -3.9 0.1 0.9 -0.04
C -0.61753 -0.26735 -4.60186 -0.5 -1.0 4.2 -0.04
H -4.35350 -0.66502 -4.67773 1.8 1.3 -0.4 0.07
H -3.31615 0.26995 -6.01304 -0.1 -0.6 2.3 0.07
H -3.88492 1.15247 -4.44584 0.8 -2.2 -0.9 0.08
H -3.44270 -0.64067 -1.98530 2.7 -0.1 -0.9 0.08
H -1.30710 -1.26358 -0.32253 0.8 0.5 -2.4 0.05
H 1.42504 -1.78818 -0.00139 0.4 1.0 -1.7 0.03
H 2.43254 -2.09593 -1.55982 -1.3 1.6 1.3 0.03
H 2.32690 1.78722 -2.78483 -1.1 -0.1 2.0 -0.03
H 2.98604 1.77580 1.87370 -1.7 -1.0 -1.4 0.06
H 1.46045 2.18305 0.82885 1.6 -1.8 0.5 0.07
H 1.57117 -0.88113 1.96621 -0.6 2.2 -0.2 0.06
H 1.37537 0.55788 3.15835 -0.4 -0.8 -2.4 0.12
H -0.83836 -0.70350 1.75926 0.7 2.5 -0.2 0.11
H -0.61941 0.95629 0.72271 0.3 -0.9 2.2 0.12
H 3.09612 -2.58319 1.39169 2.1 0.6 1.0 0.03
H 4.85424 -2.86377 2.24835 -1.6 1.2 -0.9 0.04
H 3.73228 -1.44491 2.79175 0.7 -1.4 -2.1 0.04
H 6.76729 -1.36416 -1.15789 -2.0 -1.2 1.4 0.02
H 6.66192 -2.70906 0.15973 -1.5 1.6 -1.3 0.03
H 5.32021 -2.70955 -1.16341 1.5 1.7 1.2 0.02
H 3.43681 4.16406 -0.82321 0.4 -0.5 2.0 0.04
H 4.68956 3.21849 -2.62584 1.7 -1.0 0.8 0.03
H 1.72910 -0.59054 -4.13671 -2.2 -0.1 1.4 0.02
H -0.42763 -0.01899 -5.73249 -0.4 -0.6 2.6 0.08
C -4.64917 0.20631 4.84581 -0.1 0.1 0.1 -0.09
C -3.76887 -1.02429 4.77634 0.1 0.4 -0.3 -0.32
O -3.48300 -1.34038 3.42193 0.1 0.0 -0.3 -0.09
H -5.58555 0.04071 4.30302 0.1 0.0 0.1 0.07
H -4.88263 0.46088 5.88347 0.0 0.1 -0.1 0.08
H -4.15554 1.06284 4.37519 0.0 0.0 0.1 0.06
H -4.27474 -1.88275 5.22793 0.1 -0.1 -0.2 0.10
H -2.82505 -0.86208 5.30587 -0.1 0.0 0.2 0.11
H -3.02646 -0.57503 3.03229 -0.1 -0.3 0.2 0.06
C 8.96098 -5.02880 -3.16415 0.0 -0.1 -0.2 -0.10
C 8.07668 -4.04043 -2.43253 0.3 -0.1 0.1 -0.34
O 7.85813 -4.47905 -1.09990 0.2 -0.2 0.4 -0.11
H 8.49989 -6.02182 -3.17654 0.0 0.2 0.0 0.08
H 9.13555 -4.70751 -4.19485 0.1 -0.1 0.1 0.07
H 9.92675 -5.13248 -2.65884 0.0 0.1 -0.1 0.07
H 7.10501 -3.95640 -2.92810 0.1 0.0 0.3 0.12
H 8.53684 -3.04796 -2.40461 -0.1 0.1 -0.2 0.11
H 8.72628 -4.54242 -0.66597 -0.5 0.0 -0.2 0.09
C -3.24144 3.37193 2.10152 0.1 0.0 -0.2 -0.10
C -4.12574 4.36030 2.83314 0.3 -0.2 -0.1 -0.33
O -4.34430 3.92169 4.16578 0.0 0.0 0.5 -0.10
H -3.70254 2.37891 2.08914 0.0 0.2 0.0 0.07
H -3.06688 3.69323 1.07083 0.1 -0.1 0.1 0.08
H -2.27567 3.26825 2.60684 -0.1 0.0 -0.1 0.06
H -5.09741 4.44433 2.33757 0.0 0.0 0.3 0.11
H -3.66558 5.35277 2.86106 0.0 0.1 -0.2 0.11
H -3.47614 3.85831 4.59971 -0.5 0.0 -0.3 0.09
C -8.08815 -1.88537 6.23733 -0.2 0.1 0.1 -0.09
C -7.20785 -3.11597 6.16785 0.1 0.3 -0.3 -0.33
O -6.92198 -3.43206 4.81344 0.2 0.0 -0.2 -0.09
H -9.02453 -2.05097 5.69453 0.1 -0.1 0.1 0.08
H -8.32161 -1.63080 7.27498 0.0 0.1 -0.1 0.07
H -7.59452 -1.02884 5.76670 0.0 0.0 0.1 0.06
H -7.71372 -3.97443 6.61944 0.1 0.0 -0.2 0.11
H -6.26403 -2.95376 6.69739 -0.1 0.0 0.2 0.10
H -6.46544 -2.66671 4.42380 -0.2 -0.4 0.1 0.08
C -0.93176 4.73457 -6.23982 0.0 0.2 -0.1 -0.10
C -1.56216 3.40205 -5.89180 0.4 0.0 0.2 -0.33
O -0.61464 2.35820 -6.06105 0.2 0.1 -0.1 -0.11
H -0.57134 4.73139 -7.27371 -0.1 0.0 0.1 0.07
H -1.65074 5.54973 -6.11887 0.1 0.0 0.0 0.07
H -0.06467 4.93159 -5.60096 -0.1 0.0 0.0 0.07
H -2.41450 3.19913 -6.54688 0.2 -0.1 0.1 0.11
H -1.91349 3.39283 -4.85545 -0.2 0.1 0.0 0.11
H 0.13447 2.54334 -5.46897 -0.4 -0.2 -0.2 0.09
```
Positions in Å, forces in eV/Å.

charge	-1
HOMO energy	-4.1	eV